[1]
119
Properties=species:S:1:pos:R:3 method="wB97M-V/def2-TZVPD" relative_energy_ev=0.0000 gap_ev=8.4 e_homo_ev=-9.74
O 4.376 -2.706 -4.745
P 4.879 -1.329 -4.893
C 6.439 -0.938 -4.064
C 6.648 -0.085 -3.015
P 5.433 0.917 -2.089
P 3.771 -0.399 -1.649
O 4.112 -1.803 -1.864
O 3.380 -0.125 -0.125
O 2.477 0.130 -2.463
C 7.967 0.116 -2.484
C 9.060 -0.514 -2.984
C 8.878 -1.411 -4.053
N 9.816 -2.145 -4.668
S 9.063 -2.978 -5.794
N 7.560 -2.490 -5.605
C 7.574 -1.614 -4.590
H 4.026 -0.301 -4.457
H 5.152 -0.984 -6.226
H 4.890 1.849 -2.991
H 2.434 -0.288 0.006
H 2.705 0.977 -2.869
H 8.093 0.792 -1.650
H 10.043 -0.347 -2.566
C -3.589 2.690 0.274
O -3.098 1.974 -0.865
C -1.963 1.317 -0.656
O -1.334 1.296 0.372
O -1.643 0.665 -1.774
C -0.439 -0.100 -1.672
H -4.511 3.168 -0.044
H -3.802 2.009 1.090
H -2.873 3.445 0.596
H -0.543 -0.861 -0.898
H 0.398 0.552 -1.451
H -0.292 -0.577 -2.635
C -5.342 0.128 2.186
O -6.550 0.461 2.875
C -6.924 1.731 2.757
O -6.355 2.585 2.124
O -8.048 1.892 3.455
C -8.596 3.216 3.404
H -5.161 -0.929 2.350
H -5.444 0.308 1.117
H -4.507 0.702 2.585
H -8.848 3.487 2.379
H -7.894 3.936 3.820
H -9.495 3.185 4.011
C 12.073 3.620 -1.122
O 11.019 2.814 -0.586
C 10.724 3.075 0.689
O 11.257 3.902 1.379
O 9.736 2.263 1.059
C 9.291 2.443 2.408
H 12.196 3.300 -2.152
H 11.803 4.674 -1.093
H 12.998 3.458 -0.572
H 8.904 3.449 2.555
H 10.099 2.247 3.109
H 8.495 1.722 2.564
C -9.528 -0.317 1.841
O -8.874 -1.479 1.310
C -9.220 -1.727 0.049
O -10.015 -1.079 -0.582
O -8.527 -2.774 -0.393
C -8.800 -3.130 -1.751
H -9.167 -0.194 2.854
H -9.271 0.559 1.249
H -10.607 -0.456 1.848
H -8.549 -2.309 -2.420
H -9.847 -3.399 -1.874
H -8.170 -3.987 -1.965
C 5.148 -0.434 5.067
O 6.220 0.492 5.281
C 6.215 1.066 6.483
O 5.412 0.869 7.357
O 7.255 1.897 6.552
C 7.373 2.587 7.800
H 5.284 -0.814 4.059
H 5.200 -1.252 5.782
H 4.187 0.069 5.146
H 7.508 1.882 8.617
H 6.494 3.202 7.983
H 8.252 3.217 7.707
C -9.803 2.713 -2.581
O -8.686 3.594 -2.414
C -8.547 4.088 -1.185
O -9.262 3.861 -0.241
O -7.491 4.900 -1.185
C -7.215 5.537 0.065
H -9.785 2.388 -3.617
H -9.712 1.848 -1.927
H -10.737 3.232 -2.375
H -6.996 4.804 0.841
H -8.048 6.168 0.372
H -6.340 6.158 -0.101
C -0.949 -6.161 -5.429
O 0.179 -5.290 -5.327
C 0.316 -4.710 -4.134
O -0.420 -4.871 -3.191
O 1.391 -3.933 -4.160
C 1.657 -3.253 -2.927
H -0.929 -6.553 -6.442
H -0.870 -6.978 -4.714
H -1.874 -5.614 -5.262
H 1.825 -3.968 -2.124
H 0.816 -2.605 -2.677
H 2.549 -2.652 -3.045
C -0.840 -4.258 0.534
O -1.243 -4.466 1.894
C -2.144 -3.591 2.331
O -2.638 -2.704 1.682
O -2.403 -3.855 3.612
C -3.350 -2.968 4.210
H -0.113 -5.030 0.306
H -1.686 -4.345 -0.143
H -0.381 -3.277 0.428
H -4.312 -3.033 3.703
H -2.984 -1.944 4.182
H -3.461 -3.288 5.241


[2]
14
Properties=species:S:1:pos:R:3 method="wB97M-V/def2-TZVPD" smiles="C=CC[C@H]1NC1=O" relative_energy_ev=2.4573 gap_ev=10.6 e_homo_ev=-9.58
C 1.538 -1.040 0.876
C 0.651 -0.150 1.307
C 0.114 0.964 0.432
C -1.109 0.336 -0.227
N -1.595 0.525 -1.647
C -0.827 -0.552 -1.357
O -0.170 -1.431 -1.847
H 2.001 -0.947 -0.104
H 1.794 -1.920 1.458
H 0.155 -0.295 2.267
H 0.864 1.254 -0.314
H -0.143 1.856 1.015
H -1.938 0.160 0.457
H -1.337 1.241 -2.316


[3]
8
Properties=species:S:1:pos:R:3 method="wB97M-V/def2-TZVPD" relative_energy_ev=4.4321 gap_ev="8.7 / 10.3" e_homo_ev="-8.37 / -11.35"
C 0.526 0.523 0.156
F 0.403 -2.299 -0.609
F -0.490 -0.827 -2.322
Si -0.364 -0.949 -0.682
H 0.438 0.439 1.293
H 1.605 0.594 0.121
H 0.053 1.416 -0.337
H -2.171 1.103 2.381


[4]
14
Properties=species:S:1:pos:R:3 method="wB97M-V/def2-TZVPD" s2=2.009 spin_multiplicity=3 gap_ev="6.7 / 8.6" e_homo_ev="-6.08 / -10.33"
C -0.135 0.323 -1.989
C 0.851 0.161 -0.790
C -1.421 0.924 1.728
N -0.651 -0.055 2.133
O -0.441 -1.105 1.647
O -0.117 0.097 3.543
O 1.012 0.878 0.144
Br -1.162 1.987 -1.636
Br -1.807 2.322 2.800
H -0.929 -0.475 -1.732
H 0.420 0.389 -2.922
H 1.520 -0.709 -0.897
H -2.083 0.826 0.859
H 0.188 -0.780 3.842


[5]
94
Properties=species:S:1:pos:R:3 method="wB97M-V/def2-TZVPD" total_charge=+2 s2=8.803 spin_multiplicity=6 gap_ev="7.6 / 5.6" e_homo_ev="-13.56 / -14.59"
Pt 10.250 11.365 8.774
C 13.923 8.619 8.050
C 13.213 8.905 9.380
C 13.306 7.725 10.326
C 13.823 10.156 10.010
O 11.899 9.214 9.060
Ge 10.364 8.631 9.645
O 9.683 10.000 10.573
C 8.486 9.963 11.449
C 8.599 11.227 12.280
C 7.174 9.865 10.651
C 8.584 8.722 12.309
O 9.259 8.923 8.295
C 9.026 7.970 7.265
C 8.269 6.874 7.981
C 10.360 7.471 6.670
C 8.232 8.623 6.101
H 14.989 8.532 8.190
H 13.647 7.695 7.561
H 13.698 9.468 7.388
H 14.277 7.368 10.651
H 12.690 7.934 11.226
H 12.801 6.855 9.900
H 14.887 10.059 10.193
H 13.590 11.025 9.362
H 13.386 10.289 11.003
H 8.434 12.142 11.680
H 7.875 11.268 13.122
H 9.625 11.282 12.669
H 7.022 10.720 9.957
H 7.128 8.977 10.060
H 6.266 9.810 11.297
H 9.640 8.670 12.668
H 7.928 8.766 13.178
H 8.331 7.828 11.757
H 8.830 6.464 8.814
H 7.441 7.361 8.514
H 7.899 6.074 7.392
H 10.816 6.763 7.375
H 10.206 6.916 5.766
H 11.067 8.281 6.463
H 7.545 9.362 6.533
H 8.970 9.083 5.451
H 7.687 7.884 5.567
O 6.446 16.299 6.898
C 6.080 15.110 6.315
O 5.286 15.061 5.419
C 6.644 13.879 6.925
C 6.571 13.759 8.301
C 7.475 12.903 8.919
N 8.365 12.239 8.238
C 8.271 12.197 6.891
C 7.327 12.909 6.185
C 9.403 11.544 6.074
O 9.311 11.459 4.863
O 10.482 11.269 6.794
H 5.892 14.411 8.869
H 7.519 12.875 9.991
H 7.323 12.817 5.109
O 11.174 12.771 9.967
As 11.380 14.508 9.937
C 9.886 15.295 9.012
C 9.854 15.130 7.585
C 8.872 15.688 6.845
C 7.780 16.540 7.450
C 7.846 16.587 8.938
C 8.891 16.044 9.656
C 11.777 15.099 11.704
C 12.708 14.412 12.469
C 13.062 14.985 13.694
C 12.602 16.203 14.119
C 11.789 16.976 13.287
C 11.383 16.403 12.093
C 13.048 14.678 8.942
C 13.259 13.714 7.971
C 14.449 13.727 7.270
C 15.398 14.731 7.411
C 15.147 15.704 8.367
C 13.980 15.680 9.144
H 10.712 14.691 7.077
H 9.024 15.646 5.774
H 7.973 17.552 7.059
H 7.063 17.184 9.428
H 9.018 16.264 10.703
H 13.126 13.462 12.128
H 13.800 14.480 14.321
H 12.861 16.643 15.098
H 11.395 17.948 13.588
H 10.765 17.000 11.472
H 12.543 12.929 7.771
H 14.550 12.964 6.514
H 16.276 14.838 6.764
H 15.852 16.561 8.411
H 13.852 16.462 9.870


[6]
242
Properties=species:S:1:pos:R:3 method="wB97M-V/def2-TZVPD" gap_ev=7.1 e_homo_ev=-7.08
Na -0.506 -1.442 3.247
Na 0.436 3.633 -1.052
Be -2.056 1.342 1.158
O -1.123 -1.118 0.818
C -0.604 -1.140 -0.503
C -0.144 0.230 -1.161
O -0.946 1.368 -1.203
H -1.349 -1.562 -1.177
H 0.117 -1.955 -0.446
H 0.225 0.031 -2.167
H 0.723 0.561 -0.589
O -0.643 1.135 3.387
C 0.060 2.386 3.508
C 0.199 3.492 2.377
O -0.789 3.687 1.376
H 1.107 2.177 3.727
H -0.297 2.967 4.358
H 1.099 3.284 1.799
H 0.443 4.466 2.802
C -4.830 2.196 -1.811
C -4.776 0.743 -1.462
C -4.515 -0.162 -2.655
O -4.576 -1.552 -2.308
C -4.596 -2.492 -3.394
N -3.735 0.504 -0.516
H -4.805 2.806 -0.908
H -5.788 2.390 -2.292
H -4.063 2.575 -2.486
H -5.695 0.392 -0.994
H -3.483 0.007 -2.962
H -5.136 -0.053 -3.544
H -5.474 -2.344 -4.023
H -4.693 -3.497 -2.984
H -3.719 -2.389 -4.033
H -2.887 0.501 -1.067
H -3.768 -0.421 -0.113
C -2.304 4.655 -3.119
C -1.167 5.573 -3.648
C -1.601 7.002 -3.984
O -0.801 7.528 -5.000
C -1.281 8.642 -5.679
N -0.057 5.411 -2.746
H -2.448 4.682 -2.039
H -2.006 3.620 -3.291
H -3.272 4.632 -3.620
H -0.876 5.126 -4.599
H -1.469 7.616 -3.093
H -2.596 6.969 -4.427
H -1.483 9.516 -5.060
H -2.083 8.428 -6.385
H -0.470 8.964 -6.331
H 0.704 5.929 -3.161
H -0.218 5.870 -1.861
C 0.078 8.328 -0.598
C 0.197 7.249 0.434
C -0.202 7.626 1.874
O 0.757 8.480 2.376
C 0.275 9.088 3.593
N -0.605 6.131 -0.067
H 0.192 7.982 -1.625
H 0.705 9.200 -0.413
H -0.964 8.620 -0.466
H 1.177 6.776 0.491
H -0.222 6.749 2.520
H -1.204 8.054 1.886
H 0.641 10.115 3.598
H 0.757 8.589 4.433
H -0.806 9.149 3.716
H -0.632 5.326 0.543
H -1.548 6.412 0.159
C -5.376 -4.117 1.431
C -3.967 -3.724 1.323
C -3.133 -4.694 0.469
O -2.883 -5.948 1.168
C -2.153 -6.933 0.509
N -3.949 -2.395 0.725
H -5.469 -5.106 1.879
H -5.832 -4.251 0.450
H -6.084 -3.424 1.883
H -3.409 -3.669 2.257
H -2.088 -4.384 0.452
H -3.395 -4.867 -0.575
H -1.095 -6.695 0.621
H -2.436 -7.239 -0.498
H -2.353 -7.866 1.036
H -3.003 -2.124 0.494
H -4.423 -2.283 -0.160
C 2.802 -2.072 -3.022
C 2.637 -1.678 -4.450
C 3.457 -2.566 -5.418
O 3.211 -2.237 -6.820
C 3.878 -1.110 -7.251
N 1.203 -1.650 -4.807
H 2.612 -3.139 -2.906
H 2.226 -1.515 -2.283
H 3.848 -1.920 -2.754
H 2.992 -0.647 -4.456
H 3.091 -3.560 -5.163
H 4.519 -2.546 -5.173
H 4.936 -1.367 -7.283
H 3.552 -0.272 -6.635
H 3.561 -0.783 -8.241
H 1.132 -1.504 -5.804
H 0.745 -0.883 -4.337
C -0.314 -6.087 4.382
C -0.692 -4.589 4.578
C 0.515 -3.799 5.001
O 0.322 -2.394 5.389
C 1.190 -2.012 6.436
N -1.096 -3.958 3.322
H -0.003 -6.556 5.315
H 0.575 -6.204 3.763
H -1.188 -6.526 3.899
H -1.447 -4.486 5.357
H 1.345 -3.795 4.295
H 0.946 -4.263 5.888
H 0.742 -2.453 7.327
H 1.297 -0.943 6.622
H 2.193 -2.392 6.242
H -1.805 -4.501 2.851
H -0.314 -4.003 2.684
C 4.826 4.339 -2.692
C 3.648 3.440 -2.476
C 4.203 2.176 -1.629
O 5.064 1.390 -2.489
C 5.779 0.417 -1.665
N 2.799 4.350 -1.689
H 5.404 4.509 -1.783
H 4.514 5.329 -3.023
H 5.373 3.823 -3.482
H 3.135 3.254 -3.420
H 3.364 1.538 -1.350
H 4.795 2.534 -0.786
H 5.017 -0.282 -1.321
H 6.190 0.803 -0.732
H 6.555 -0.023 -2.292
H 2.752 5.164 -2.285
H 3.461 4.616 -0.973
C 3.491 0.929 1.713
C 3.182 -0.480 2.204
C 4.106 -0.866 3.353
O 5.452 -1.191 3.073
C 6.131 -1.458 4.324
N 1.733 -0.592 2.484
H 2.715 1.237 1.012
H 4.492 1.081 1.310
H 3.384 1.681 2.496
H 3.408 -1.131 1.359
H 3.687 -1.761 3.812
H 4.003 -0.094 4.116
H 7.192 -1.626 4.139
H 5.721 -2.381 4.734
H 5.997 -0.669 5.064
H 1.499 0.242 3.003
H 1.316 -0.484 1.570
C -5.866 0.046 3.653
C -4.872 0.737 2.775
C -4.680 2.263 2.951
O -3.892 2.689 1.832
C -4.017 4.103 1.718
N -3.620 -0.023 2.803
H -5.592 0.127 4.705
H -5.983 -1.017 3.441
H -6.875 0.441 3.536
H -5.160 0.575 1.737
H -4.287 2.438 3.953
H -5.697 2.654 2.963
H -3.378 4.651 2.410
H -4.998 4.544 1.894
H -3.591 4.306 0.735
H -4.018 -0.938 2.647
H -3.332 -0.143 3.764
C 3.331 -4.448 1.637
C 2.176 -4.221 0.669
C 1.596 -5.525 0.092
O 2.573 -6.318 -0.517
C 2.042 -7.488 -1.163
N 1.186 -3.496 1.570
H 3.916 -5.283 1.251
H 3.100 -4.963 2.570
H 3.983 -3.594 1.820
H 2.353 -3.486 -0.116
H 0.814 -5.344 -0.645
H 1.081 -6.047 0.898
H 2.813 -8.185 -1.490
H 1.510 -7.230 -2.080
H 1.352 -8.061 -0.543
H 0.438 -3.114 1.009
H 1.619 -2.634 1.868
C -1.045 1.352 7.255
C -2.390 0.718 6.806
C -3.542 1.801 6.587
O -3.751 2.530 7.789
C -4.898 3.330 7.619
N -1.946 -0.064 5.653
H -1.172 2.017 8.110
H -0.596 1.836 6.388
H -0.257 0.608 7.368
H -2.691 -0.050 7.519
H -4.300 1.124 6.193
H -3.155 2.446 5.798
H -5.204 3.671 8.607
H -5.754 2.819 7.177
H -4.825 4.181 6.942
H -1.178 -0.710 5.766
H -1.639 0.590 4.946
C -1.567 -6.277 -2.986
O -1.362 -7.500 -3.208
N -0.727 -5.302 -3.299
C 0.583 -5.691 -3.898
C -0.982 -3.872 -3.136
H -2.474 -5.802 -2.580
H 0.693 -6.744 -4.155
H 1.410 -5.498 -3.215
H 0.753 -5.223 -4.868
H -1.040 -3.259 -4.035
H -1.815 -3.547 -2.512
H -0.135 -3.486 -2.570
C -1.570 0.403 -5.005
O -2.334 -0.468 -5.358
N -0.600 0.956 -5.742
C 0.369 1.929 -5.113
C -0.354 0.703 -7.176
H -1.564 0.803 -3.979
H 0.317 1.998 -4.027
H 0.260 2.884 -5.626
H 1.410 1.752 -5.386
H -1.012 -0.094 -7.523
H -0.588 1.553 -7.816
H 0.653 0.328 -7.361
C 7.359 -3.615 -2.811
O 8.437 -3.124 -2.374
N 6.227 -3.632 -2.076
C 5.152 -4.545 -2.468
C 6.197 -3.092 -0.745
H 7.139 -3.982 -3.825
H 4.157 -4.278 -2.112
H 5.393 -5.475 -1.953
H 5.092 -4.619 -3.554
H 7.012 -2.457 -0.397
H 5.286 -2.494 -0.713
H 5.952 -3.916 -0.075


Number 1: molar mass 1016.74 g/mol. Number 2: molar mass 97.12 g/mol. Number 3: molar mass 82.12 g/mol. Number 4: molar mass 262.88 g/mol. Number 5: molar mass 974.38 g/mol. Number 6: molar mass 1374.90 g/mol.